1.
{
  "formula": "C5H9N",
  "method": "ωB97M-V/def2-TZVPD",
  "homo_energy_ev": -7.464,
  "homo_lumo_gap_ev": 8.7,
  "max_force_ev_per_a": 5.7,
  "smiles": "C/C=C/C=C/N",
  "total_charge": 0,
  "total_energy_ev": -6818.4381,
  "symbols": ["C", "C", "C", "C", "C", "N", "H", "H", "H", "H", "H", "H", "H", "H", "H"],
  "positions_angstrom": [[-0.4702, -2.7066, 0.7856], [-0.2703, -1.1385, 0.9969], [0.3104, -0.6240, -0.1039], [0.5253, 0.8106, -0.0122], [0.2836, 1.6828, -0.9980], [0.1366, 3.0358, -0.9409], [-1.2745, -2.8065, -0.0131], [0.4733, -3.0800, 0.5298], [-0.9842, -2.9741, 1.7664], [-0.5385, -0.3763, 1.8272], [0.4636, -1.1751, -1.0687], [0.7750, 1.0018, 1.0822], [0.0098, 1.2234, -1.9593], [0.0450, 3.6287, -0.1791], [0.5152, 3.4980, -1.7128]],
  "atomic_forces_ev_per_a": [[-4.19, 3.03, 2.42], [0.73, -1.05, -1.94], [-0.80, 0.75, 0.34], [0.68, 0.56, 1.08], [-0.23, -1.46, 0.77], [-0.18, -0.28, -1.39], [1.26, -0.20, 0.85], [0.96, -1.15, -0.02], [1.15, -0.91, -1.29], [0.35, -2.15, -1.09], [-0.06, 0.37, 1.13], [-0.36, 0.89, -1.70], [0.33, 0.40, 0.16], [0.03, 0.31, 1.94], [0.35, 0.89, -1.26]],
  "lowdin_charge": [-0.109, -0.156, -0.198, -0.166, -0.234, 0.056, 0.082, 0.034, 0.075, 0.125, 0.129, 0.117, 0.120, 0.065, 0.060]
}



2.
{
  "formula": "C33H69N6O3PS2",
  "method": "ωB97M-V/def2-TZVPD",
  "homo_energy_ev": -7.896,
  "homo_lumo_gap_ev": 8.0,
  "max_force_ev_per_a": 6.0,
  "smiles": "CCCCCCCCN(CCCCCCCC)C(=S)SCCC[C@H]1C(=O)NC[C@H]1CCC(N)=O.CN(C)P(=O)(N(C)C)N(C)C",
  "total_charge": 0,
  "total_energy_ev": -81379.8407,
  "symbols": ["C", "C", "C", "C", "C", "C", "C", "C", "N", "C", "C", "C", "C", "C", "C", "C", "C", "C", "S", "S", "C", "C", "C", "C", "C", "O", "N", "C", "C", "C", "C", "C", "N", "O", "H", "H", "H", "H", "H", "H", "H", "H", "H", "H", "H", "H", "H", "H", "H", "H", "H", "H", "H", "H", "H", "H", "H", "H", "H", "H", "H", "H", "H", "H", "H", "H", "H", "H", "H", "H", "H", "H", "H", "H", "H", "H", "H", "H", "H", "H", "H", "H", "H", "H", "H", "C", "N", "C", "P", "O", "N", "C", "C", "N", "C", "C", "H", "H", "H", "H", "H", "H", "H", "H", "H", "H", "H", "H", "H", "H", "H", "H", "H", "H"],
  "positions_angstrom": [[0.7942, 4.7375, 0.6575], [-0.3214, 5.5844, 1.3217], [-1.5998, 4.7331, 1.3508], [-2.6269, 5.1760, 2.4314], [-2.7800, 4.0498, 3.4732], [-3.4677, 2.8153, 2.8469], [-2.5677, 1.5606, 2.8847], [-2.3865, 0.9027, 1.5066], [-1.5838, -0.3241, 1.6552], [-2.4487, -1.4639, 1.9919], [-1.8669, -2.4485, 3.0456], [-0.4519, -2.1416, 3.5343], [-0.3511, -0.9155, 4.4591], [0.7729, -1.0059, 5.5027], [0.5528, 0.0538, 6.6071], [1.6947, 1.0669, 6.7779], [3.0993, 0.4697, 6.8932], [-0.6944, -0.5650, 0.6586], [-0.4540, -2.0122, -0.0819], [0.3980, 0.7778, 0.1195], [-0.2577, 1.1716, -1.5355], [0.8363, 1.4849, -2.5507], [1.9209, 2.4881, -2.1141], [3.1596, 1.8041, -1.5670], [4.0053, 1.0182, -2.5699], [3.8063, 0.8027, -3.7382], [5.1408, 0.5321, -1.8104], [5.5509, 1.7797, -1.1016], [4.2588, 2.6867, -0.9170], [4.6411, 4.0056, -1.6169], [3.9984, 5.2579, -0.9641], [4.4297, 5.4352, 0.4578], [5.7264, 6.0581, 0.6653], [3.7598, 5.0844, 1.4097], [0.3347, 4.1163, -0.1156], [1.5660, 5.3911, 0.2591], [1.1998, 4.0358, 1.3849], [0.0066, 5.7639, 2.3474], [-0.4841, 6.5068, 0.7675], [-1.2923, 3.7043, 1.5494], [-2.0819, 4.7968, 0.3729], [-3.6016, 5.2939, 1.9548], [-2.2869, 6.1042, 2.8890], [-1.7727, 3.8101, 3.8224], [-3.3257, 4.4227, 4.3418], [-4.3951, 2.6142, 3.3812], [-3.7456, 3.0375, 1.8132], [-3.0396, 0.8345, 3.5535], [-1.5866, 1.7422, 3.3214], [-1.9342, 1.6626, 0.8725], [-3.3931, 0.7020, 1.1301], [-2.8331, -1.9837, 1.1145], [-3.3349, -1.0361, 2.4613], [-2.5512, -2.4793, 3.8950], [-1.8862, -3.4567, 2.6278], [-0.1448, -3.0031, 4.1400], [0.2759, -2.1011, 2.7259], [-0.1033, -0.0739, 3.8032], [-1.3170, -0.6484, 4.8927], [1.7181, -0.8687, 4.9782], [0.7752, -2.0194, 5.9109], [-0.3300, 0.6301, 6.3201], [0.3097, -0.4220, 7.5580], [1.6571, 1.8507, 6.0200], [1.5091, 1.5895, 7.7222], [3.3109, 0.0774, 7.8877], [3.3001, -0.3155, 6.1655], [3.8276, 1.2584, 6.6929], [-1.0396, 1.9300, -1.5002], [-0.7365, 0.2485, -1.8715], [0.3300, 1.9211, -3.4149], [1.3302, 0.5806, -2.9028], [1.5476, 3.2785, -1.4608], [2.2457, 3.0029, -3.0245], [2.9474, 1.0490, -0.8062], [4.8464, -0.0619, -1.0403], [6.2946, 2.1901, -1.7881], [6.1200, 1.6065, -0.1892], [4.0959, 2.7774, 0.1554], [5.7140, 4.1765, -1.5946], [4.2561, 3.9748, -2.6373], [4.3585, 6.1186, -1.5335], [2.9180, 5.2338, -1.0953], [5.5607, 6.8262, 1.3086], [6.3313, 5.4148, 1.1646], [-2.3343, -3.7537, -3.0738], [-1.7528, -5.0633, -3.3018], [-1.0585, -5.5788, -2.1235], [-2.5077, -6.3010, -4.2260], [-3.6060, -6.7356, -3.2878], [-3.5319, -5.8035, -5.5587], [-3.9577, -4.4343, -5.7674], [-4.6660, -6.6996, -5.7864], [-1.1483, -6.3783, -5.2683], [-0.2393, -5.3024, -5.5940], [-1.0860, -7.5270, -6.1646], [-1.6053, -3.1065, -2.5817], [-3.2398, -3.7856, -2.4524], [-2.5631, -3.2405, -4.0059], [-0.1238, -6.0685, -2.4218], [-1.6634, -6.3097, -1.5750], [-0.7976, -4.7804, -1.4312], [-4.5188, -4.0326, -4.9114], [-4.6026, -4.3747, -6.6464], [-3.1135, -3.7776, -5.9861], [-5.5058, -6.4892, -5.1115], [-4.3761, -7.7403, -5.6414], [-5.0146, -6.6019, -6.8174], [-0.7587, -4.3916, -5.9033], [0.4082, -5.6002, -6.4203], [0.4185, -5.0574, -4.7592], [-1.5268, -7.2953, -7.1424], [-1.6306, -8.3742, -5.7428], [-0.0565, -7.8606, -6.3119]],
  "atomic_forces_ev_per_a": [[-0.88, 0.48, 0.16], [0.31, -1.39, -0.18], [-0.28, 0.89, 0.43], [0.25, -0.98, -0.22], [-0.05, 0.74, -0.30], [0.73, -0.02, 0.40], [-0.61, -0.45, -0.02], [-0.15, 1.26, 1.61], [-0.75, -0.15, -1.80], [-0.58, -0.14, 1.48], [0.23, -0.05, -0.78], [-0.21, -0.37, 1.08], [0.63, 0.25, -1.08], [-0.90, 0.09, -0.02], [0.33, 0.17, -0.55], [0.01, -0.25, 0.86], [0.16, 0.37, -0.28], [0.58, -0.36, -0.76], [-0.05, -0.12, 0.17], [-0.25, 0.55, 0.58], [-0.07, -1.02, -0.28], [0.02, 0.73, 0.10], [0.29, -0.08, -0.67], [0.62, 0.80, 0.04], [-0.77, -1.05, 0.10], [0.24, 0.33, 0.93], [0.69, 0.42, 0.49], [0.17, -0.35, -0.74], [1.81, -0.60, -0.40], [-1.45, 0.58, 0.95], [0.28, 0.28, -0.93], [-0.42, -0.31, 1.27], [-0.19, 0.06, -0.56], [0.42, 0.18, -0.75], [0.15, 0.23, -0.24], [0.02, -0.36, 0.07], [0.27, 0.13, -0.03], [-0.15, 0.49, -0.02], [0.00, 0.19, 0.24], [-0.11, -0.10, -0.16], [0.19, -0.30, -0.13], [-0.03, 0.47, 0.13], [-0.23, 0.11, 0.02], [-0.05, -0.18, 0.11], [-0.10, -0.09, 0.00], [-0.06, -0.04, -0.06], [0.01, 0.02, -0.03], [0.12, -0.12, -0.01], [0.05, 0.26, -0.11], [0.29, -0.41, -0.24], [0.18, -0.41, -0.34], [0.44, 0.05, -0.26], [0.05, 0.21, -0.05], [0.10, 0.10, 0.12], [0.09, 0.03, -0.11], [-0.05, -0.09, -0.09], [-0.10, 0.14, -0.14], [-0.14, 0.22, 0.19], [-0.03, -0.35, 0.25], [0.08, -0.01, 0.10], [0.12, 0.04, 0.15], [-0.09, 0.00, 0.18], [0.15, -0.05, 0.03], [0.03, -0.24, -0.29], [-0.06, 0.16, -0.09], [-0.13, -0.09, 0.01], [-0.08, -0.05, 0.01], [0.10, -0.05, 0.13], [0.21, 0.26, 0.23], [-0.09, 0.03, 0.07], [-0.06, -0.14, -0.06], [-0.11, -0.12, 0.11], [-0.03, -0.29, 0.15], [-0.03, 0.05, 0.01], [-0.45, 0.05, -0.05], [-0.44, -0.53, -0.55], [-0.27, 0.64, 0.10], [-0.35, -0.37, 0.16], [-0.23, 0.42, -0.05], [0.08, -0.23, -0.22], [0.46, 0.00, -0.18], [0.03, 0.05, 0.09], [0.06, -0.15, 0.41], [0.09, 0.02, 0.07], [-0.05, -0.10, 0.05], [-0.37, 0.11, -0.03], [0.33, 0.61, -0.24], [0.14, -0.60, -0.16], [-1.30, 5.79, -0.78], [1.76, -2.73, -0.23], [-0.43, -0.34, -0.60], [0.33, 0.26, 0.09], [-0.06, -0.05, 0.34], [0.06, -3.31, 0.99], [0.26, 0.45, 0.60], [-0.20, 0.11, -0.17], [0.05, -0.20, 0.14], [-0.02, 0.09, -0.01], [-0.11, -0.18, -0.03], [-0.04, -0.05, 0.03], [-0.01, 0.07, 0.06], [-0.08, 0.15, -0.15], [-0.04, 0.08, -0.08], [-0.03, -0.18, 0.01], [0.04, 0.01, 0.17], [-0.02, -0.09, 0.00], [-0.03, 0.02, 0.05], [0.09, 0.13, -0.02], [-0.06, -0.02, 0.04], [-0.19, -0.25, -0.04], [-0.07, 0.10, 0.01], [0.02, -0.02, 0.00], [-0.05, 0.02, -0.01], [0.00, 0.04, 0.03]],
  "lowdin_charge": [-0.113, -0.233, -0.220, -0.200, -0.205, -0.182, -0.183, -0.186, -0.164, -0.206, -0.172, -0.211, -0.221, -0.199, -0.206, -0.261, -0.114, -1.039, 0.704, 0.868, -0.449, -0.229, -0.160, -0.225, -0.400, 0.140, 0.035, -0.147, -0.215, -0.130, -0.118, -0.476, 0.096, 0.078, 0.047, 0.041, 0.079, 0.108, 0.106, 0.086, 0.113, 0.101, 0.103, 0.103, 0.103, 0.107, 0.105, 0.103, 0.101, 0.076, 0.134, 0.095, 0.107, 0.107, 0.103, 0.107, 0.086, 0.097, 0.106, 0.100, 0.107, 0.094, 0.108, 0.102, 0.099, 0.071, 0.055, 0.068, 0.077, 0.058, 0.117, 0.112, 0.086, 0.119, 0.114, 0.116, 0.107, 0.118, 0.134, 0.109, 0.123, 0.120, 0.091, 0.083, 0.082, -0.126, -0.333, -0.122, 0.714, -0.283, -0.314, -0.148, -0.158, -0.337, -0.106, -0.135, 0.040, 0.090, 0.052, 0.076, 0.072, 0.050, 0.082, 0.079, 0.063, 0.079, 0.067, 0.078, 0.074, 0.083, 0.076, 0.082, 0.073, 0.078]
}